{
  "formula": "C5H8O2",
  "method": "wB97M-V/def2-TZVPD",
  "charge": 0,
  "smiles": "C#C[C@H](O)CCO",
  "e_above_lowest_kcal_mol": 57.82,
  "lumo_energy_ev": 0.75,
  "orbital_gap_ev": 10.71,
  "multiplicity": 1,
  "species": ["O", "C", "C", "C", "O", "C", "C", "H", "H", "H", "H", "H", "H", "H", "H"],
  "coordinates": [[-0.361, 1.122, 1.780], [0.317, -0.097, 1.587], [-0.391, -1.025, 0.602], [-0.479, -0.471, -0.823], [-1.413, 0.614, -0.792], [0.777, 0.078, -1.369], [1.623, 0.792, -1.847], [-0.675, 1.407, 0.908], [0.375, -0.586, 2.566], [1.352, 0.070, 1.248], [-1.423, -1.191, 0.935], [0.113, -1.998, 0.575], [-0.861, -1.259, -1.489], [-1.311, 1.093, -1.626], [2.357, 1.450, -2.256]]
}



{
  "formula": "C25H24Cl2N2O3Pd",
  "method": "wB97M-V/def2-TZVPD",
  "charge": -2,
  "e_above_lowest_kcal_mol": 6.20,
  "lumo_energy_ev": [4.25, 4.25],
  "orbital_gap_ev": [5.08, 5.02],
  "multiplicity": 3,
  "species": ["Pd", "Cl", "C", "C", "C", "Cl", "C", "C", "C", "C", "N", "C", "C", "O", "H", "H", "H", "H", "C", "C", "C", "C", "C", "C", "N", "C", "C", "C", "C", "C", "C", "H", "H", "H", "H", "H", "H", "H", "H", "H", "H", "C", "O", "H", "H", "H", "C", "C", "C", "O", "H", "H", "H", "H", "H", "H", "H"],
  "coordinates": [[-0.144, -0.406, -0.186], [4.039, -1.033, 3.121], [2.658, -2.066, 2.882], [2.671, -3.321, 3.470], [1.607, -4.171, 3.276], [1.671, -5.774, 3.986], [0.478, -3.790, 2.526], [-0.650, -4.609, 2.303], [-1.713, -4.100, 1.595], [-1.672, -2.782, 1.149], [-0.627, -1.992, 1.329], [0.461, -2.483, 1.970], [1.612, -1.588, 2.054], [1.655, -0.492, 1.438], [3.523, -3.624, 4.063], [-0.668, -5.616, 2.696], [-2.590, -4.707, 1.414], [-2.524, -2.342, 0.644], [0.023, 1.623, -5.382], [0.220, 0.402, -4.738], [0.403, 0.333, -3.374], [0.418, 1.503, -2.579], [0.159, 2.726, -3.241], [-0.026, 2.776, -4.610], [0.614, 1.389, -1.240], [1.032, 2.425, -0.457], [0.605, 2.513, 0.888], [1.029, 3.529, 1.715], [1.899, 4.513, 1.255], [2.354, 4.433, -0.053], [1.938, 3.418, -0.894], [-0.106, 1.670, -6.458], [0.219, -0.512, -5.325], [0.536, -0.617, -2.862], [0.074, 3.634, -2.660], [-0.222, 3.731, -5.090], [-0.072, 1.746, 1.248], [0.678, 3.564, 2.740], [2.218, 5.320, 1.906], [3.057, 5.175, -0.422], [2.327, 3.365, -1.903], [1.886, -2.561, -1.120], [0.593, -2.154, -1.312], [2.209, -3.217, -1.957], [2.031, -3.154, -0.192], [2.612, -1.728, -1.079], [-4.289, 1.398, -0.136], [-3.219, 0.373, 0.304], [-2.945, 0.576, 1.810], [-2.111, 0.495, -0.472], [-5.214, 1.256, 0.431], [-4.487, 1.278, -1.200], [-3.912, 2.408, 0.030], [-3.710, -0.629, 0.191], [-2.635, 1.610, 1.976], [-2.137, -0.084, 2.125], [-3.839, 0.370, 2.406]]
}



Result set for DFT total energy: -9407.3248; -63961.2549 eV, one per record in the order listed.